A structure of composition C10H18N3O2, computed with ωB97M-V with the def2-TZVPD basis set.

The geometry in ORCA input format:
```
! RIJCOSX wB97M-V def2-TZVPD def2/J DEFGRID3
* xyz 1 1
O 0.07 -0.17 -1.57
O 0.77 -5.13 2.13
N 0.13 -1.30 0.95
N -0.51 0.96 -1.77
N -0.03 1.90 -0.76
C -1.66 3.79 -1.45
C 1.27 -1.59 1.83
C 0.44 -4.03 1.83
C -0.08 -2.40 -0.08
C 0.57 3.54 -2.34
C 0.85 -2.83 2.69
C 0.04 1.26 0.35
C 0.33 -0.04 0.30
C -0.35 -3.75 0.63
C -0.22 3.30 -1.06
H 0.36 4.41 -2.91
H -2.17 3.25 -2.28
H 2.18 -1.83 1.23
H 0.60 2.66 -2.92
H 1.71 3.55 -2.03
H -2.25 3.63 -0.51
H 0.77 -2.38 -0.72
H -0.83 -1.39 1.38
H 0.21 1.80 1.32
H -0.96 -2.11 -0.68
H -1.55 4.80 -1.65
H 0.09 3.88 -0.25
H 0.08 -2.53 3.31
H 1.71 -3.11 3.37
H -1.40 -3.73 1.10
H -0.01 -4.46 -0.17
H 1.36 -0.78 2.42
H -1.54 0.81 -1.69
*
```

Computed properties:
Energy above the lowest of the compared OMol25 structures with the same formula, charge and spin, kJ/mol: 832.0
Largest force on an atom, hartree/bohr: 0.1008
Gap between HOMO and LUMO, eV: 8.386